Entry a
{"formula": "C3H10N2O", "method": "wB97M-V/def2-TZVPD", "total_charge": 1, "homo_ev": [-14.49, -14.49], "e_lumo_ev": [-3.982, -8.705], "multiplicity": 2, "elements": ["C", "C", "N", "C", "N", "H", "H", "H", "H", "H", "H", "H", "H", "H", "H", "O"], "xyz": [[-1.96045, 1.36642, 2.14802], [-0.93838, 0.99981, 1.17050], [1.36066, -0.50772, 0.34254], [0.09786, -1.06370, 0.54810], [-0.89520, -0.50419, 1.09777], [-2.00606, 0.67372, 3.07804], [-2.96984, 1.57482, 1.62430], [-1.89966, 2.45863, 2.45405], [-0.04356, 1.38694, 1.70115], [-1.04096, 1.48032, 0.08075], [1.40410, 0.49088, 0.34400], [1.97492, -0.89218, -0.33744], [-0.04903, -2.16311, 0.51938], [1.95926, 0.22687, -4.11373], [1.87917, -0.79670, -5.12337], [1.79241, -0.64650, -4.18863]], "nbo_charge": [-0.662, -0.336, -0.675, 0.311, -0.079, 0.262, 0.255, 0.259, 0.291, 0.258, 0.409, 0.441, 0.264, 0.456, 0.478, -0.934]}

***

Entry b
{"formula": "C3H10N2O", "method": "wB97M-V/def2-TZVPD", "total_charge": 1, "homo_ev": [-14.99, -14.98], "e_lumo_ev": [-4.811, -7.174], "multiplicity": 2, "elements": ["C", "C", "N", "C", "N", "H", "H", "H", "H", "H", "H", "H", "H", "H", "H", "O"], "xyz": [[-0.48756, -0.84373, 2.57488], [-0.91381, -0.43550, 1.04704], [-0.54861, 1.27463, -1.43055], [0.12264, 1.28959, -0.34588], [0.34138, 0.18272, 0.36967], [0.14825, -1.73998, 2.57894], [0.04755, 0.04941, 3.07268], [-1.47769, -1.11848, 3.02298], [-1.39480, -1.34678, 0.46801], [-1.69778, 0.41587, 1.23105], [-1.26064, 0.51899, -1.53880], [-0.72595, 1.92721, -2.20552], [0.87384, 2.09023, -0.06090], [2.28097, -1.48077, -1.82516], [1.21040, -0.82657, -1.05734], [1.38986, -1.09408, -1.98951]], "nbo_charge": [-0.596, -0.329, -0.640, 0.343, -0.163, 0.237, 0.235, 0.244, 0.284, 0.218, 0.434, 0.470, 0.267, 0.485, 0.451, -0.939]}

***

Tell me which of them is the most stable. Sure, it is entry b.

***

Entry a
{"formula": "C3H10N2O", "method": "wB97M-V/def2-TZVPD", "total_charge": 1, "homo_ev": [-14.51, -14.45], "e_lumo_ev": [-3.045, -8.265], "multiplicity": 2, "elements": ["C", "N", "C", "O", "C", "N", "H", "H", "H", "H", "H", "H", "H", "H", "H", "H"], "xyz": [[-0.57268, 0.71666, 0.76439], [0.77824, 0.78973, 0.16084], [1.58173, -0.35083, 0.12343], [2.92058, -0.07538, -0.26875], [-1.64454, 0.22554, -0.26417], [-1.21387, -1.07609, -0.78063], [-0.82443, 1.63926, 1.28596], [-0.40401, -0.10851, 1.46468], [0.78513, 1.48645, -0.58641], [1.59398, -0.96669, 1.04559], [1.28084, -1.05049, -0.68927], [3.07770, 0.80188, 0.11717], [-2.67180, 0.24020, 0.11317], [-1.57537, 0.95040, -1.08218], [-1.93501, -1.46660, -1.38116], [-1.17649, -1.75552, -0.02266]], "nbo_charge": [-0.264, -0.199, -0.002, -0.629, -0.222, -0.838, 0.270, 0.213, 0.427, 0.244, 0.321, 0.479, 0.239, 0.203, 0.396, 0.361]}

***

Entry b
{"formula": "C3H10N2O", "method": "wB97M-V/def2-TZVPD", "total_charge": 1, "homo_ev": [-13.86, -13.84], "e_lumo_ev": [-3.262, -8.282], "multiplicity": 2, "elements": ["C", "N", "C", "O", "C", "N", "H", "H", "H", "H", "H", "H", "H", "H", "H", "H"], "xyz": [[-0.55048, 0.88023, 0.65360], [0.81877, 0.84092, 0.27782], [1.55255, -0.39799, -0.03664], [2.89749, -0.22701, 0.18123], [-1.50911, 0.19242, -0.36863], [-1.56040, -1.25121, -0.34972], [-0.86113, 1.91425, 0.75778], [-0.71488, 0.37029, 1.60322], [1.11503, 1.56891, -0.38489], [1.14379, -1.24927, 0.50369], [1.37168, -0.54130, -1.10812], [3.06819, 0.03039, 1.09901], [-2.47929, 0.55410, -0.04026], [-1.34220, 0.63971, -1.36321], [-0.68999, -1.74976, -0.42635], [-2.26000, -1.57467, -0.99852]], "nbo_charge": [-0.300, -0.134, 0.051, -0.654, -0.190, -0.840, 0.258, 0.272, 0.418, 0.199, 0.233, 0.496, 0.241, 0.187, 0.363, 0.401]}

***

Tell me which of them is the most stable. Sure, it is entry b.

***

Entry a
{"formula": "C2H3NS", "method": "wB97M-V/def2-TZVPD", "homo_ev": [-7.59, -7.36], "e_lumo_ev": [-0.218, -0.444], "elements": ["C", "C", "N", "S", "H", "H", "H"], "xyz": [[0.66584, -0.62785, 0.03373], [-1.48187, 0.52966, -0.08955], [1.43983, 0.35675, -0.04060], [-2.94035, -0.08002, -0.18033], [0.62982, -1.71849, 0.33474], [-0.75916, 1.38117, -0.26277], [2.44589, 0.15877, 0.20478]], "nbo_charge": [0.118, -0.368, -0.681, 0.161, 0.182, 0.231, 0.357]}

***

Entry b
{"formula": "C2H3NS", "method": "wB97M-V/def2-TZVPD", "homo_ev": [-8.61, -8.54], "e_lumo_ev": [-1.648, -1.681], "smiles": "CC#S#N", "elements": ["C", "C", "N", "S", "H", "H", "H"], "xyz": [[0.96916, -0.11432, -0.13871], [-0.05264, 0.98703, -0.36425], [-0.21711, -2.92431, 1.19345], [0.04695, -1.59255, 0.54795], [0.36712, 1.71304, -1.09127], [-0.17753, 1.57517, 0.63857], [-0.93595, 0.35593, -0.78575]], "nbo_charge": [-0.189, -0.790, -0.613, 0.847, 0.252, 0.237, 0.257]}

***

Entry c
{"formula": "C2H3NS", "method": "wB97M-V/def2-TZVPD", "homo_ev": -8.52, "e_lumo_ev": 0.578, "elements": ["C", "C", "N", "S", "H", "H", "H"], "xyz": [[0.67760, 0.21341, -0.36317], [-0.42587, -0.33054, -0.86025], [-0.11521, 0.55586, 1.20996], [-1.45907, -0.35478, 0.53491], [1.63720, 0.59313, -0.61450], [-0.67216, -0.69897, -1.83720], [0.35751, 0.02189, 1.93024]], "nbo_charge": [-0.061, -0.417, -0.751, 0.420, 0.220, 0.231, 0.359]}

***

Tell me which of them is the most stable. Sure, it is entry c.

***

Entry a
{"formula": "C14H17N4O14P2W", "method": "wB97M-V/def2-TZVPD", "total_charge": -1, "homo_ev": -4.97, "e_lumo_ev": 1.579, "elements": ["W", "O", "P", "O", "O", "O", "P", "O", "O", "O", "H", "H", "O", "C", "O", "C", "C", "C", "C", "C", "C", "N", "O", "O", "N", "O", "O", "H", "H", "H", "C", "O", "C", "C", "H", "H", "H", "H", "H", "H", "C", "C", "N", "C", "C", "N", "H", "H", "H", "H", "H", "H"], "xyz": [[-0.07219, -0.41517, -0.65729], [-1.32000, -1.23742, -2.77254], [-1.52380, -2.67941, -2.00000], [-2.76820, -3.39808, -2.23628], [-1.20377, -2.18556, -0.58524], [-0.23010, -3.49389, -2.54757], [1.13250, -2.59327, -2.81141], [2.27324, -3.70063, -2.82802], [0.99125, -1.90946, -4.10498], [1.31385, -1.80384, -1.51811], [-0.75143, -1.27107, -3.57417], [2.43012, -4.03565, -1.93634], [1.35422, 2.41003, -3.24335], [0.62171, 1.83152, -2.48487], [0.81075, 0.54741, -2.13096], [-0.54228, 2.38233, -1.76394], [-0.76145, 3.68363, -1.56196], [-1.77932, 4.08638, -0.61149], [-2.29309, 3.19761, 0.27916], [-1.94014, 1.84588, 0.12668], [-1.34838, 1.31502, -1.12577], [-2.04223, 0.95930, 1.11078], [-2.57733, 1.10704, 2.20757], [-1.53692, -0.22835, 0.81753], [-2.12667, 5.46688, -0.49046], [-2.97809, 5.79833, 0.32741], [-1.53984, 6.27180, -1.20177], [-0.13720, 4.43512, -2.02589], [-2.91277, 3.51718, 1.10597], [-2.13168, 0.98067, -1.82143], [1.39675, 1.40010, 2.87260], [0.69793, 0.62135, 1.91688], [0.98047, 0.67560, 0.59064], [2.07870, 1.63342, 0.22856], [0.85932, 1.25453, 3.80675], [1.39410, 2.46329, 2.62792], [2.42773, 1.06091, 2.99986], [2.95291, 1.45339, 0.85842], [1.76821, 2.67183, 0.37432], [2.38374, 1.50349, -0.80515], [-1.32932, -2.94230, 2.30407], [0.12263, -2.82294, 2.00402], [0.70240, -1.96921, 1.19282], [2.05183, -2.23906, 1.21293], [2.29586, -3.28034, 2.04913], [1.06422, -3.63351, 2.55534], [-1.82991, -2.04119, 1.96983], [-1.49087, -3.07888, 3.37516], [-1.75672, -3.79254, 1.76951], [2.73934, -1.67595, 0.60525], [3.20464, -3.77955, 2.33617], [0.87526, -4.36677, 3.21370]], "nbo_charge": [1.792, -1.013, 2.549, -1.083, -1.075, -1.086, 2.560, -0.981, -1.120, -1.107, 0.551, 0.503, -0.578, 0.787, -0.707, -0.122, -0.176, -0.053, -0.104, 0.059, -0.555, 0.448, -0.461, -0.535, 0.520, -0.424, -0.415, 0.252, 0.257, 0.216, -0.251, -0.530, 0.173, -0.721, 0.202, 0.180, 0.171, 0.215, 0.230, 0.258, -0.672, 0.424, -0.455, -0.071, -0.118, -0.524, 0.293, 0.208, 0.236, 0.230, 0.213, 0.412]}

***

Entry b
{"formula": "C14H17N4O14P2W", "method": "wB97M-V/def2-TZVPD", "total_charge": -1, "homo_ev": [-5.13, -5.13], "e_lumo_ev": [0.909, 0.883], "elements": ["W", "O", "P", "O", "O", "O", "P", "O", "O", "O", "H", "H", "O", "C", "O", "C", "C", "C", "C", "C", "C", "N", "O", "O", "N", "O", "O", "H", "H", "H", "C", "O", "C", "C", "H", "H", "H", "H", "H", "H", "C", "C", "N", "C", "C", "N", "H", "H", "H", "H", "H", "H"], "xyz": [[0.56995, -0.05060, 0.06689], [5.02533, 0.67279, -0.60349], [3.77933, -0.00535, 0.13414], [4.06583, -1.37350, 0.56472], [2.54507, 0.18277, -0.79361], [3.53544, 1.05791, 1.33496], [2.61546, 0.56951, 2.61519], [1.96794, 1.93637, 3.06913], [3.38374, -0.07000, 3.67474], [1.50864, -0.26113, 1.89696], [4.90250, 1.62725, -0.69371], [1.41891, 2.30321, 2.34969], [0.06172, 4.04156, 0.66600], [0.07486, 2.95085, 0.14909], [0.74423, 1.92560, 0.67000], [-0.63842, 2.55090, -1.08099], [-0.17740, 1.23648, -1.57197], [-1.22651, 0.54389, -2.34382], [-2.23173, 1.24181, -3.02499], [-2.38183, 2.57600, -2.74546], [-1.65185, 3.20617, -1.66834], [-3.40669, 3.30082, -3.42071], [-4.04360, 2.74590, -4.30804], [-3.61296, 4.45862, -3.08863], [-1.15438, -0.76870, -2.24693], [-1.78505, -1.63751, -2.82579], [-0.22228, -1.19469, -1.31735], [0.70019, 1.38498, -2.22667], [-2.93269, 0.74871, -3.68458], [-1.97285, 4.17888, -1.32311], [-2.69092, 1.37244, 2.31946], [-1.43200, 0.80098, 1.98715], [-1.32271, -0.08122, 0.96842], [-2.62163, -0.66588, 0.50150], [-2.47557, 2.13947, 3.05792], [-3.37646, 0.63564, 2.74332], [-3.14976, 1.83774, 1.44402], [-3.20342, 0.07635, -0.05398], [-3.22644, -1.00316, 1.34664], [-2.43497, -1.51114, -0.15797], [0.31101, -3.39848, 2.19625], [1.13922, -3.45764, 0.96291], [1.31855, -2.45169, 0.14535], [2.09094, -2.89724, -0.90076], [2.37990, -4.20734, -0.70809], [1.76883, -4.55176, 0.48054], [0.27114, -2.36058, 2.52160], [0.73409, -4.01192, 2.99201], [-0.70405, -3.74515, 1.98770], [2.38346, -2.24023, -1.69891], [2.95789, -4.90973, -1.28126], [1.82199, -5.44893, 0.92287]], "nbo_charge": [1.840, -0.990, 2.553, -1.111, -1.131, -1.099, 2.581, -1.011, -1.096, -1.094, 0.499, 0.529, -0.600, 0.781, -0.752, -0.079, -0.581, 0.093, -0.125, -0.010, -0.210, 0.515, -0.411, -0.397, 0.411, -0.449, -0.541, 0.233, 0.259, 0.255, -0.260, -0.508, 0.179, -0.733, 0.209, 0.172, 0.182, 0.231, 0.220, 0.248, -0.659, 0.407, -0.468, -0.028, -0.103, -0.515, 0.269, 0.220, 0.217, 0.235, 0.211, 0.412]}

***

Tell me which of them is the most stable. Sure, it is entry b.